17
Properties=species:S:1:pos:R:3 method="wB97M-V/def2-TZVPD" smiles="O=CCCS.O.O" charge=0 de_lowest_ev=0.6864 homo_lumo_gap_ev=9.74 e_tot_ha=-744.17672
O -1.71 -0.08 -2.33
C -0.69 -0.38 -1.76
C -0.10 0.42 -0.62
C 0.04 -0.57 0.58
S 0.54 0.42 2.02
H -0.18 -1.33 -2.01
H 0.92 0.72 -0.89
H -0.59 1.28 -0.21
H 0.81 -1.30 0.40
H -0.87 -1.17 0.70
H 0.34 -0.68 2.79
H -2.69 0.64 -0.52
H -3.28 1.87 -0.12
O -2.73 1.18 0.29
H 3.04 -0.31 1.25
H 4.05 -0.45 0.16
O 3.11 -0.27 0.27

***

20
Properties=species:S:1:pos:R:3 method="wB97M-V/def2-TZVPD" smiles="C[C@@H](C(N)=O)N(C)C" charge=0 de_lowest_ev=1.4220 homo_lumo_gap_ev=9.51 e_tot_ha=-382.45027
C -1.31 -1.25 1.21
N -0.74 -0.22 0.34
C -1.22 -0.22 -1.02
C 1.58 -0.90 -0.52
C 0.71 -0.07 0.43
C 1.09 1.42 0.22
N 0.10 2.36 0.09
O 2.26 1.77 0.09
H -1.57 -2.18 0.71
H -2.18 -0.79 1.69
H -0.60 -1.46 2.00
H -1.43 -1.19 -1.48
H -0.65 0.40 -1.71
H -2.15 0.38 -1.12
H 2.15 -0.28 -1.21
H 0.98 -1.58 -1.12
H 2.38 -1.40 0.03
H 0.98 -0.17 1.48
H -0.84 2.09 -0.08
H 0.46 3.30 0.00

***

42
Properties=species:S:1:pos:R:3 method="wB97M-V/def2-TZVPD" charge=+2 homo_lumo_gap_ev=6.24 e_tot_ha=-1946.29282
C 3.80 -2.26 -1.33
O 4.26 -1.01 -1.87
B 4.02 0.10 -1.11
O 5.03 0.86 -0.61
C 2.48 0.51 -0.85
C 1.51 0.26 -1.78
F 1.81 -0.34 -2.91
C 0.11 0.55 -1.64
N -0.83 0.21 -2.63
C -0.29 1.16 -0.50
C -1.70 1.41 -0.10
C -2.25 0.07 0.36
C -1.40 -0.76 1.13
C -1.76 -2.01 1.62
C -3.03 -2.47 1.33
C -3.88 -1.68 0.56
C -3.51 -0.43 0.06
C -4.50 0.34 -0.77
C 0.67 1.52 0.49
N 0.22 2.16 1.61
C 1.13 2.36 2.56
C 2.46 1.94 2.44
N 2.92 1.39 1.34
C 2.06 1.16 0.33
H 4.54 -3.01 -1.57
H 3.71 -2.22 -0.24
H 2.84 -2.52 -1.75
H 5.47 0.46 0.14
H -0.65 0.70 -3.50
H -0.85 -0.79 -2.81
H -2.30 1.82 -0.90
H -1.69 2.08 0.74
H -0.36 -0.45 1.24
H -1.07 -2.64 2.16
H -3.35 -3.44 1.66
H -4.85 -2.07 0.32
H -5.13 0.96 -0.15
H -5.13 -0.37 -1.29
H -4.00 0.92 -1.54
H 0.81 2.89 3.46
H 3.16 2.11 3.26
Ti -0.48 0.54 3.06

***

Number 1: HOMO energy -9.19 eV. Number 2: HOMO energy -8.66 eV. Number 3: HOMO energy -15.51 eV.